The following is a DFT calculation (wB97M-V/def2-TZVPD) of a structure of composition C29H35CoO5.

XYZ file:
```
70
Properties=species:S:1:pos:R:3
C 0.41090 -0.79872 -3.59467
C 0.24454 -1.37332 -2.18367
C 0.02230 0.69209 -3.59202
C -0.76960 0.95717 -2.25282
H -0.61183 0.83907 -4.47984
H 0.92795 1.31826 -3.68840
C -0.81799 -0.51642 -1.52794
H 1.19465 -1.31514 -1.62999
H -0.05121 -2.43589 -2.25888
C -1.20047 -1.02728 -0.03266
H -1.74737 -0.86277 -2.02813
H -1.80735 1.17587 -2.56418
C -0.26428 2.19671 -1.64244
C 1.81302 -1.03473 -4.11317
C -0.40956 -1.53907 -4.65844
O -1.02811 -0.96349 -5.54871
O 2.81300 -1.14308 -3.41769
O 1.84883 -1.12221 -5.45286
O -0.36887 -2.87848 -4.62914
C -0.97445 -3.42642 -5.81585
H -0.85774 -4.50836 -5.73116
H -0.43719 -3.02462 -6.68312
H -2.02955 -3.12989 -5.87164
C 3.16810 -1.32669 -5.95384
H 3.84584 -0.55167 -5.56905
H 3.06598 -1.27982 -7.03979
H 3.53008 -2.31225 -5.62923
O -0.43300 -1.01307 1.15338
H -1.40993 -2.10352 -0.21354
H -2.17003 -0.53706 0.18051
C -1.18516 3.10046 -0.91750
C 1.15625 2.17514 -1.23473
H 1.78320 2.89477 -1.78006
H 1.58378 1.17584 -1.37994
H 1.27890 2.39518 -0.15989
H -0.65394 3.71441 -0.17507
H -1.92447 2.51771 -0.34157
H -1.73711 3.80169 -1.56076
Co -1.10816 -0.64508 2.75454
C -2.22625 -0.43896 4.46292
C -3.05462 -0.56179 3.30628
C -2.75732 -1.82114 2.69999
H -3.87387 0.10544 3.04176
C -1.70450 -2.42478 3.44807
C -1.35506 -1.55781 4.51879
H -0.61027 -1.76706 5.28627
H -2.30642 0.30311 5.25449
H -3.26510 -2.28045 1.85377
H -1.26542 -3.40148 3.29451
C 2.42239 0.51775 3.27457
C 2.18815 -0.47475 4.27129
C 1.80227 -1.67881 3.61909
H 2.25085 -0.32741 5.34855
C 1.83734 -1.44643 2.21016
C 2.16134 -0.06594 2.00327
H 2.19725 0.44548 1.04278
H 2.73315 1.54782 3.45864
H 1.48894 -2.60978 4.08786
H 1.66939 -2.19660 1.43990
C -0.15394 4.04788 4.27320
C -0.02062 3.01394 5.21081
C -0.18296 1.67246 4.79773
C -0.57541 1.36343 3.50207
C -0.60833 2.36629 2.55235
C -0.42431 3.72164 2.93696
H -0.04024 5.09195 4.58716
H 0.21163 3.24019 6.25708
H 0.01629 0.89483 5.53950
H -0.75490 2.11980 1.49924
H -0.48933 4.51586 2.18490
```

Energy ... -78497.66077 eV
Multiplicity ... 5
HOMO (spin up / spin down) ... 0.7116 / 0.6808 eV
Charge ... -2
E_LUMO (spin up / spin down) ... 3.8 / 3.8 eV


The following is a DFT calculation (wB97M-V/def2-TZVPD) of a cluster of 2 separate species, C3H3NO2 in total.

XYZ file:
```
9
Properties=species:S:1:pos:R:3
C 0.87659 1.19338 -0.02372
C 1.15524 -1.53010 -0.54321
C -1.37067 -0.00134 0.07307
N 0.05799 0.33848 0.15360
O 2.00226 -1.58228 0.22078
O 1.88632 1.73139 -0.14831
H -1.44532 -0.51360 1.07327
H -1.27063 -0.64834 -0.89178
H -1.89178 1.01241 0.08629
```

Energy ... -8742.99849 eV
HOMO ... -10.2728 eV
E_LUMO ... 0.6 eV


The following is a DFT calculation (wB97M-V/def2-TZVPD) of an isolated molecule of C5H8N2O.

XYZ file:
```
16
Properties=species:S:1:pos:R:3
C -0.01956 -1.34036 -0.83420
C 0.94624 -0.08999 -1.18414
C 0.79518 0.45378 1.19063
C -0.79655 0.26105 0.93321
C -0.72216 1.27439 -0.12529
H 0.72225 0.29285 -2.19744
H 1.92779 -0.38647 -1.05596
H 1.14484 1.10034 1.84804
H 1.16613 -0.63728 1.27175
H -1.60272 0.03062 1.79941
H -1.25630 1.28302 -1.07012
H -0.85676 2.34545 0.13801
H -1.27084 -2.10162 0.74729
N 0.69887 0.90068 -0.29643
N -0.93688 -1.05557 0.25087
O 0.06048 -2.33091 -1.41565
```

SMILES ... O=C1CN2CC(C2)N1
Energy ... -10338.87529 eV
HOMO ... -8.0543 eV
E_LUMO ... 0.8 eV


The following is a DFT calculation (wB97M-V/def2-TZVPD) of a structure of composition C34H36N6P2RhS3.

XYZ file:
```
82
Properties=species:S:1:pos:R:3
Rh 0.82036 -1.50997 0.11799
S 0.68796 -0.64597 2.59519
P -0.42594 0.78863 1.77249
C -0.68554 0.64453 -0.01001
P -1.73534 -0.78177 -0.40531
S -1.55124 -2.52487 0.53219
C -3.40584 -0.12737 -0.11101
C -4.38224 -0.98377 0.37939
C -5.65454 -0.51187 0.64609
C -5.96354 0.81763 0.41339
C -4.99394 1.67463 -0.08451
C -3.71804 1.20783 -0.34151
C -1.57744 -0.99407 -2.20721
C -2.46464 -0.37927 -3.08131
C -2.31434 -0.55357 -4.44721
C -1.26644 -1.31227 -4.94051
C -0.38314 -1.93657 -4.06941
C -0.54734 -1.78717 -2.70431
C -2.04774 0.93063 2.56549
C -2.71344 2.15103 2.53619
C -3.96484 2.25453 3.11109
C -4.54814 1.14903 3.70799
C -3.86944 -0.05637 3.76179
C -2.61174 -0.17077 3.19709
C 0.36026 2.40883 1.98999
C 0.17786 3.47123 1.11059
C 0.80296 4.67643 1.36589
C 1.57536 4.83303 2.50749
C 1.74506 3.77893 3.38879
C 1.15176 2.56043 3.12029
H -4.12864 -2.01977 0.54689
H -6.40304 -1.18097 1.04169
H -6.95434 1.19193 0.62659
H -5.23034 2.71313 -0.26461
H -2.95814 1.87683 -0.72081
H -3.26744 0.22893 -2.69081
H -3.02664 -0.10137 -5.12241
H -1.13124 -1.42277 -6.00581
H 0.42656 -2.54017 -4.45511
H 0.14136 -2.28547 -2.00641
H -2.24704 3.01243 2.07989
H -4.48294 3.20033 3.10069
H -5.53174 1.23583 4.14339
H -4.31724 -0.90597 4.25319
H -2.06344 -1.10237 3.24829
H -0.45184 3.35133 0.23929
H 0.68856 5.49883 0.67489
H 2.05646 5.77953 2.70259
H 2.34136 3.90173 4.28019
H 1.29996 1.70723 3.76719
C 6.43886 -2.67177 0.81859
N 5.26016 -1.86757 1.05829
C 5.55996 -0.47757 1.32649
C 3.99526 -2.22177 0.68129
N 3.10956 -1.39027 0.27379
N 3.70886 -3.56917 0.81389
C 2.49016 -4.20277 0.71729
N 2.50276 -5.48847 1.15729
N 1.45316 -3.66297 0.19409
H 7.02556 -2.76127 1.73539
H 7.06026 -2.18737 0.05889
H 6.18596 -3.66377 0.45619
H 6.42956 -0.44227 1.98079
H 4.72496 -0.01237 1.84709
H 5.79196 0.08303 0.41609
H 3.43426 -0.42997 0.22189
H 4.42196 -4.11117 1.27879
H 3.28366 -5.88537 1.64839
H 1.63896 -6.00267 1.15999
H 0.63976 -4.27367 0.20089
S 0.99496 0.76123 -0.67941
C 0.84876 0.69583 -2.42861
N -0.01814 1.57863 -3.06631
C 0.27946 2.06693 -4.31201
C 1.36716 1.63453 -4.98821
C 2.19936 0.62703 -4.42491
C 1.94356 0.21333 -3.13601
H -0.88344 1.81863 -2.61111
H -0.39724 2.80933 -4.69991
H 1.61686 2.06543 -5.94191
H 3.04896 0.25603 -4.97341
H 2.58736 -0.49897 -2.63941
```

Energy ... -98869.61121 eV
Multiplicity ... 5
HOMO (spin up / spin down) ... -7.9303 / -10.5356 eV
Charge ... +1
E_LUMO (spin up / spin down) ... -1.9 / -3.1 eV


Question: Look up the energy of the second one.
Answer: -8742.99849 eV


Question: Among the records above, which one has the lowest energy?
Answer: C34H36N6P2RhS3


Question: energy of number 4 (C34H36N6P2RhS3)?
Answer: -98869.61121 eV


Question: Among the records above, which one has the highest energy?
Answer: C3H3NO2